Molecular formula: C17H44Br2N2O8
Method: DFT, the ωB97M-V functional and the def2-TZVPD basis

The geometry in XYZ format:
```
73
C17H44Br2N2O8 (the ωB97M-V functional and the def2-TZVPD basis)
H 0.24 -3.64 -0.36
N -0.23 -3.91 0.55
C -0.78 -2.81 1.16
C -0.66 -1.31 0.47
C 0.06 -0.27 1.57
C -1.18 0.62 2.17
N -0.92 1.32 3.47
C 1.18 0.54 0.71
C 1.56 2.04 1.21
C 2.96 2.46 0.39
Br 0.22 3.47 0.61
O 0.54 -1.14 2.64
C 1.76 -0.66 3.28
O 1.89 0.32 4.18
C 3.17 -1.48 2.91
C 4.42 -0.42 2.55
C 5.06 -0.92 1.12
Br 5.81 -0.35 4.05
H -1.30 -2.96 2.20
H -1.66 -0.90 0.03
H 0.12 -1.43 -0.43
H -2.06 -0.17 2.40
H -1.67 1.35 1.35
H -0.73 0.57 4.19
H -0.11 1.98 3.43
H 0.76 0.65 -0.40
H 2.18 -0.09 0.58
H 1.81 2.16 2.34
H 2.84 2.06 -0.70
H 2.96 3.65 0.37
H 3.93 2.12 0.95
H 3.50 -1.98 3.94
H 3.01 -2.29 2.06
H 3.93 0.64 2.54
H 4.20 -1.01 0.33
H 5.94 -0.21 0.79
H 5.45 -2.03 1.31
C -2.71 2.10 -1.58
O -2.74 0.69 -1.44
H -1.76 2.47 -1.19
H -2.80 2.36 -2.64
H -3.53 2.55 -1.01
H -3.60 0.39 -1.79
C -5.59 4.82 -0.45
O -4.30 4.94 -1.02
H -5.81 3.76 -0.29
H -5.61 5.33 0.52
H -6.34 5.25 -1.12
H -4.14 5.89 -1.14
C 1.35 -2.47 -3.29
O 1.78 -3.06 -2.08
H 0.48 -1.84 -3.08
H 2.15 -1.85 -3.70
H 1.07 -3.25 -4.00
H 2.55 -3.61 -2.29
C -2.66 -5.56 3.12
O -1.59 -6.29 2.55
H -3.39 -6.26 3.52
H -2.28 -4.92 3.92
H -3.14 -4.95 2.34
H -0.96 -5.64 2.19
C 4.35 0.58 -3.37
O 4.78 -0.01 -2.16
H 3.48 1.21 -3.17
H 5.15 1.20 -3.78
H 4.07 -0.20 -4.09
H 5.55 -0.56 -2.38
C -5.06 1.97 -4.71
O -5.63 1.19 -3.67
H -3.97 1.88 -4.66
H -5.41 1.59 -5.68
H -5.35 3.01 -4.59
H -6.60 1.29 -3.75
```

Output
- net charge = 0
- multiplicity = 1
- gap between HOMO and LUMO (eV) = 9.05
- LUMO energy (eV) = 0.24
- SMILES = [H]/N=C\C[C@](CN)(C[C@@H](C)Br)OC(=O)C[C@H](C)Br.CO.CO.CO.CO.CO.CO
- electronic energy (eV) = -177779.0533
- F_max (eV/Å) = 8.261